No. 1
111
Properties=species:S:1:pos:R:3:forces:R:3 method="wB97M-V/def2-TZVPD" multiplicity=1 lumo_ev=2.71 total_charge=-2 homo_lumo_gap_ev=3.96 e_above_lowest_kcal_mol=0.0
Sr 1.69324 -0.61404 -0.48869 0.0 -0.2 0.2
C -6.24129 -2.21524 1.64817 0.0 0.0 0.0
C -5.41064 -3.02302 0.64006 0.0 0.0 0.0
C -5.98488 -2.76794 -0.75390 0.0 0.0 0.0
C -5.56839 -4.51865 0.95107 0.0 0.0 0.0
C -3.94168 -2.61462 0.73527 0.0 0.0 0.0
C -3.22022 -2.08328 -0.32441 0.0 0.0 -0.1
C -1.90339 -1.67519 -0.18732 0.1 0.0 0.2
Se -0.98482 -0.98805 -1.74155 -0.4 0.1 0.1
C -1.51852 0.86193 -1.62536 -0.1 0.3 0.1
C -2.74367 1.19478 -2.17845 0.0 -0.1 0.0
C -3.27557 2.47700 -2.13793 0.0 0.0 0.0
C -2.49219 3.44915 -1.52240 0.0 0.0 0.0
C -1.24747 3.18573 -0.96659 0.0 0.0 0.0
C -0.70339 1.85427 -0.99315 0.0 0.2 0.1
O 0.45047 1.61050 -0.45388 0.1 -0.5 -0.3
C -0.43066 4.31023 -0.31719 0.0 0.0 0.0
C 0.88877 4.48381 -1.08288 0.0 0.0 0.0
C -1.14626 5.66470 -0.35000 0.0 0.0 0.0
C -0.15672 3.98935 1.16119 0.0 0.0 0.0
C -4.65192 2.75305 -2.74151 0.0 0.0 0.0
C -5.70607 1.88070 -2.04345 0.0 0.0 0.0
C -5.07033 4.21527 -2.58575 0.0 0.0 0.0
C -4.64303 2.41793 -4.23965 0.0 0.0 0.0
C -1.21068 -1.76527 1.06149 -0.1 0.1 0.1
O -0.05428 -1.24036 1.26798 0.2 0.0 -0.5
C -1.91249 -2.45275 2.11489 0.0 0.1 0.0
C -3.24271 -2.79140 1.93229 0.0 -0.1 0.0
C -1.24006 -2.68718 3.47641 0.0 0.0 0.0
C -1.37046 -1.40632 4.31257 0.1 0.1 0.0
C 0.25133 -3.04506 3.36053 0.0 -0.1 0.0
C -1.89262 -3.84829 4.24248 0.0 0.0 0.0
H -7.29836 -2.49960 1.59899 0.0 0.0 0.0
H -6.15785 -1.14729 1.43708 0.0 0.0 0.0
H -5.89134 -2.38071 2.66868 0.0 0.0 0.0
H -7.03617 -3.07021 -0.78110 0.0 0.0 0.0
H -5.44883 -3.33579 -1.51647 0.0 0.0 0.0
H -5.92985 -1.71009 -1.01841 0.0 0.0 0.0
H -6.62031 -4.81933 0.89022 0.0 0.0 0.0
H -5.20497 -4.75556 1.95247 0.0 0.0 0.0
H -4.99424 -5.11604 0.24019 0.0 0.0 0.0
H -3.67627 -1.96299 -1.29990 0.0 0.0 0.0
H -3.30247 0.39264 -2.65154 0.0 0.0 0.0
H -2.87125 4.46000 -1.47558 0.0 0.0 0.0
H 0.68737 4.83090 -2.09951 0.0 0.0 0.0
H 1.42069 3.53805 -1.15055 -0.1 0.0 0.0
H 1.52373 5.22848 -0.58676 0.0 0.0 0.0
H -1.34192 5.99630 -1.37243 0.0 0.0 0.0
H -0.50889 6.41381 0.12957 0.0 0.0 0.0
H -2.09502 5.63769 0.19116 0.0 0.0 0.0
H 0.31197 3.01307 1.25842 0.0 0.0 0.0
H -1.09639 3.97632 1.71946 0.0 0.0 0.0
H 0.49357 4.75455 1.60262 0.0 0.0 0.0
H -5.73978 2.10463 -0.97519 0.0 0.0 0.0
H -5.47077 0.82096 -2.14899 0.0 0.0 0.0
H -6.70011 2.05497 -2.46997 0.0 0.0 0.0
H -5.11883 4.50713 -1.53436 0.0 0.0 0.0
H -6.06190 4.36192 -3.02376 0.0 0.0 0.0
H -4.37439 4.88684 -3.09349 0.0 0.0 0.0
H -4.37601 1.37403 -4.40681 0.0 0.0 0.0
H -3.90977 3.03414 -4.76407 0.0 0.0 0.0
H -5.62932 2.59471 -4.68265 0.0 0.0 0.0
H -3.78113 -3.23498 2.76220 0.0 0.0 0.0
H -0.89643 -0.57413 3.78818 0.0 0.0 0.0
H -0.88599 -1.52465 5.28934 0.0 0.0 0.0
H -2.42263 -1.15610 4.47214 0.0 0.0 0.0
H 0.83117 -2.20574 2.99479 0.0 0.0 0.0
H 0.40175 -3.87439 2.66403 0.0 0.0 0.0
H 0.62093 -3.35113 4.34628 0.0 0.0 0.0
H -2.93316 -3.65750 4.50963 0.0 0.0 0.0
H -1.34738 -4.01402 5.17584 0.0 0.0 0.0
H -1.85540 -4.76801 3.65395 0.0 0.0 0.0
S 3.43866 -3.34609 -4.26387 -0.4 0.2 0.3
C 2.36886 -2.48278 -3.22551 0.3 -0.2 -0.2
S 1.64008 -3.30620 -1.87030 0.2 0.2 -0.1
S 2.09685 -0.78915 -3.47110 0.2 -0.3 0.1
O 9.65989 1.28308 -2.83574 -0.1 -0.1 0.0
N 9.08726 0.26805 -2.47078 0.3 0.0 -0.1
O 9.62350 -0.82486 -2.44923 0.0 0.1 0.1
C 7.70446 0.38803 -2.00291 -0.5 -0.1 0.2
C 7.30942 1.63752 -1.66964 0.1 0.0 0.0
C 6.01655 1.86989 -1.13314 0.0 0.1 0.0
C 5.57481 3.16916 -0.81492 0.0 0.0 0.0
C 4.31441 3.34691 -0.32454 0.0 -0.1 0.0
C 3.51453 2.20360 -0.13046 0.1 0.1 0.0
N 3.91860 0.97887 -0.38972 -0.1 0.1 -0.2
C 5.14770 0.79361 -0.91625 0.0 -0.1 0.1
C 5.55480 -0.54605 -1.30489 -0.1 0.1 0.1
N 4.65242 -1.53811 -1.12492 0.0 0.2 0.0
C 4.94045 -2.73158 -1.59226 0.0 0.0 0.1
C 6.16269 -3.02948 -2.22139 0.0 0.0 0.0
C 7.11099 -2.06150 -2.34360 0.0 0.1 0.0
C 6.82542 -0.75389 -1.87432 0.2 -0.1 -0.1
H 7.99514 2.46209 -1.80000 0.0 0.0 0.0
H 6.23939 4.00917 -0.98373 0.0 0.0 0.0
H 3.91445 4.32531 -0.09973 0.0 0.0 0.0
H 2.49359 2.30889 0.22477 0.0 0.0 0.0
H 4.17468 -3.49288 -1.47748 0.0 0.0 0.0
H 6.31522 -4.02062 -2.62351 0.0 0.0 0.0
H 8.05384 -2.27044 -2.81836 0.0 0.0 0.0
Br 2.02189 1.02958 2.96814 -0.1 0.1 0.0
C 3.14160 -0.48530 3.02690 0.1 -0.2 0.1
C 3.81263 -0.79719 4.20496 -0.1 0.0 -0.1
C 4.59322 -1.93738 4.20493 0.1 0.0 0.1
C 4.67477 -2.71233 3.05671 0.0 0.0 -0.1
C 3.96783 -2.30386 1.93894 0.0 -0.1 0.1
N 3.21670 -1.20178 1.92897 -0.2 0.1 -0.2
H 3.70754 -0.16822 5.07633 0.0 0.0 0.0
H 5.12977 -2.22405 5.10133 0.0 0.0 0.0
H 5.26547 -3.61684 3.02153 0.0 0.0 0.0
H 3.98647 -2.86779 1.01477 0.0 0.0 0.0

No. 2
16
Properties=species:S:1:pos:R:3:forces:R:3 method="wB97M-V/def2-TZVPD" multiplicity=1 lumo_ev=0.47 homo_lumo_gap_ev=10.64 e_above_lowest_kcal_mol=66.5 smiles="N[C@@H](CC(=O)O)C(=O)O"
C -0.54968 -0.55520 0.21423 -0.9 1.7 0.6
C -1.21712 0.73063 0.11195 -1.4 6.2 -1.2
C 0.64965 -0.63476 -0.67082 1.8 -1.8 4.4
C 1.78790 -0.05186 0.11469 1.5 2.0 4.5
H -2.31148 -0.94552 0.58941 0.6 -2.1 0.0
H -2.12607 -1.50767 -0.78929 1.5 -0.2 0.0
H -0.42252 -0.39505 1.32710 1.3 -1.2 -0.9
H 0.84300 -1.69630 -0.59739 0.4 -0.5 -1.1
H 0.60120 -0.21144 -1.58308 -0.5 1.0 -3.2
H 3.44633 0.77583 0.59880 -2.2 -1.8 -4.2
H -1.02521 2.67696 -0.48576 1.3 -1.9 0.9
N -1.56795 -1.54841 0.09442 -3.2 0.3 0.4
O -2.40158 0.93342 0.32168 1.7 -0.3 -0.4
O 1.70399 0.12432 1.35588 -0.4 -0.8 -2.2
O 2.96107 0.37138 -0.38613 1.1 1.0 2.5
O -0.37155 1.93365 -0.21569 -2.7 -1.5 -0.2